22
Properties=species:S:1:pos:R:3:mulliken_charge:R:1 method="wB97M-V/def2-TZVPD" homo_energy_ev=-10.325 charge=0 spin_multiplicity=1 de_lowest_kcal_mol=15.6 total_energy_ha=-864.4139 homo_lumo_gap_ev=10.57
Xe -0.88769 0.22134 -0.21705 -0.004
O 1.34731 -2.61765 1.34846 -0.601
H 2.17970 -2.83813 1.76649 0.302
H 1.20141 -1.69892 1.57402 0.295
O -3.08750 1.65800 1.88513 -0.595
H -3.29670 1.46954 2.79998 0.282
H -3.76758 1.20628 1.38546 0.297
O 1.34347 0.16843 -3.47334 -0.680
H 1.23081 -0.28205 -4.31036 0.323
H 2.04121 0.80355 -3.63462 0.327
O -1.24001 -3.57975 -1.78905 -0.613
H -1.91852 -3.47425 -2.45594 0.306
H -1.67804 -3.36633 -0.96516 0.302
O -0.98145 3.65337 1.45099 -0.680
H -0.66753 3.70083 0.54797 0.358
H -1.48551 2.84045 1.48742 0.322
O 0.99482 1.86781 2.60915 -0.619
H 0.91518 2.13895 3.52369 0.290
H 0.57455 2.57033 2.11310 0.356
O 2.70345 -1.29403 -1.73377 -0.633
H 1.98550 -0.92237 -2.24626 0.346
H 2.49304 -2.22537 -1.66620 0.319